{"formula": "C3H10Cl3N2O2Sn", "method": "ωB97M-V/def2-TZVPD", "species": ["Sn", "Cl", "Cl", "Cl", "O", "O", "N", "N", "C", "C", "C", "H", "H", "H", "H", "H", "H", "H", "H", "H", "H"], "positions_angstrom": [[0.937157, -0.738534, -0.874079], [0.065861, 0.594533, 3.624942], [-1.797534, 2.202354, 2.052603], [-2.685868, -0.270781, 3.296501], [-0.845397, -1.539141, 1.213966], [-0.298512, 0.501158, 0.456968], [-1.285176, -1.293376, -1.719692], [0.705775, 1.113839, -1.992384], [1.927099, 0.296180, 0.613558], [-0.815316, -0.311396, 1.335268], [-1.317305, 0.503252, 2.572136], [2.271001, -0.651695, 1.065071], [-1.329898, -2.312308, -1.775750], [1.227950, 1.975229, -1.829309], [0.726787, 0.846949, -2.973585], [-1.920098, -1.020749, -0.959837], [-0.305291, 1.297515, -1.733220], [2.660764, 0.556482, -0.154092], [1.546559, 1.075088, 1.277977], [-1.660597, -0.920174, -2.602076], [2.192038, -1.904424, -0.894966]], "forces_ev_per_a": [[-0.700, -1.476, -1.578], [0.331, 0.125, 0.771], [0.129, -0.888, 0.516], [-0.483, -0.254, 0.517], [-0.093, 0.501, 0.915], [-4.519, -1.169, 2.041], [-1.446, -0.260, 0.280], [-1.692, 1.392, -0.609], [2.871, -0.958, 0.761], [0.665, 2.012, -2.693], [-0.141, 0.327, -1.171], [0.502, 0.915, 0.735], [-0.001, -0.052, -0.104], [0.301, 0.422, -0.030], [-0.034, 0.248, -0.128], [-0.189, -0.071, -0.142], [1.249, -0.011, -0.500], [1.003, 0.711, 0.684], [0.555, -0.312, -0.571], [0.213, 0.059, -0.058], [1.480, -1.259, 0.366]], "lowdin_charge": [0.706, 0.643, 0.515, 0.610, -0.048, -0.376, -0.075, -0.081, -0.341, -0.838, -1.510, -0.025, 0.004, 0.028, -0.012, 0.000, 0.032, -0.035, -0.004, -0.019, -0.172], "total_charge": -1, "e_homo_ev": [-0.6, -0.6], "de_lowest_kcal_mol": 32.4, "max_force_ev_per_a": 5.09, "e_lumo_ev": [2.79, 2.78], "homo_lumo_gap_ev": [3.384, 3.428], "total_energy_ha": -1975.0218}